Record 1
A structure of composition C8H9AlBrNO3P, computed with ωB97M-V with the def2-TZVPD basis set.

Each line ends with the Löwdin charge.
Element x y z (Å)
1 Br -3.63 1.99 1.89  0.438
2 P -2.85 -0.11 1.52  0.623
3 Al -4.63 0.28 3.99  0.909
4 O -4.14 -1.04 1.06  -0.323
5 O -0.77 2.11 0.10  0.233
6 O -1.19 -1.52 -3.16  0.297
7 N 4.05 0.25 0.81  0.185
8 C 0.66 0.47 -0.91  -0.061
9 C -0.63 1.00 -0.22  -0.304
10 C -1.80 -1.07 -0.90  0.115
11 C -0.84 -1.09 -2.14  -0.276
12 C 2.73 -0.12 0.45  -0.148
13 C -1.73 -0.09 0.04  -0.251
14 C 0.58 -0.54 -1.84  0.209
15 C 2.05 1.00 -0.58  -0.001
16 H 2.00 2.01 -0.12  0.147
17 H 2.74 -1.09 -0.09  0.141
18 H 2.02 -0.22 1.31  0.158
19 H 4.60 -0.62 0.86  0.159
20 H -2.52 -1.91 -0.78  0.162
21 H 1.50 -0.95 -2.30  0.184
22 H 4.02 0.57 1.79  0.151
23 H 2.64 1.10 -1.51  0.161
24 H -4.83 -0.42 0.74  0.092

Values from the calculation:
max |F|: 3.40 eV/A
DFT total energy: -3747.17698 hartree
charge: +3
HOMO energy: -19.72 eV

Record 2
The molecule C2H2ClFN2S, computed with ωB97M-V with the def2-TZVPD basis set.

Each line ends with the Löwdin charge.
Element x y z (Å)
1 Cl 2.59 -1.12 1.53  0.137
2 S -0.03 -2.07 2.49  0.614
3 F -1.36 1.54 -2.15  0.050
4 N 0.50 -1.09 1.37  -0.849
5 N 0.30 -0.29 0.48  -0.039
6 C -0.59 0.24 -0.41  -0.084
7 C -0.35 1.19 -1.37  -0.078
8 H -1.62 -0.13 -0.37  0.123
9 H 0.57 1.72 -1.56  0.125

Values from the calculation:
ΔE to the lowest compared entry with this formula, charge and spin: 39.4 kcal/mol
max |F|: 2.93 eV/A
SMILES: F/C=C/N=[N+](\[S-])Cl
DFT total energy: -1144.98675 hartree
charge: 0
HOMO energy (spin up / spin down): -9.27 / -9.27 eV

Record 3
The molecule C5H6, computed with ωB97M-V with the def2-TZVPD basis set.

Each line ends with the Löwdin charge.
Element x y z (Å)
1 C 1.27 -0.02 -0.03  -0.148
2 C 2.48 -0.17 0.00  0.110
3 C -0.14 0.16 -0.07  -0.424
4 C -0.58 1.41 -0.01  0.040
5 C -1.09 -1.06 -0.03  -0.071
6 H -0.83 -1.90 -0.75  0.087
7 H -1.66 1.59 -0.12  0.070
8 H -2.10 -0.57 -0.12  0.069
9 H 3.59 -0.21 -0.08  0.050
10 H 0.13 2.26 0.09  0.087
11 H -1.06 -1.50 1.10  0.131

Values from the calculation:
ΔE to the lowest compared entry with this formula, charge and spin: 44.8 kcal/mol
max |F|: 2.98 eV/A
SMILES: C#CC(=C)C
DFT total energy: -194.00908 hartree
charge: 0
HOMO energy: -9.07 eV

Which of these has the highest max |F|?
C8H9AlBrNO3P

Which of these has the highest DFT total energy?
C5H6

Among the records above, which one has the lowest DFT total energy?
C8H9AlBrNO3P

Which of these has the highest DFT total energy?
C5H6